No. 1
ORCA calculation (ωB97M-V/def2-TZVPD) on a molecular structure, C47H42N2O6Re.

Properties
**E_HOMO (alpha / beta)**: -6.638 / -6.181 eV
**Multiplicity**: 2
**Gap between HOMO and LUMO (alpha / beta)**: 6.69 / 6.20 eV
**Charge**: 0

Positions of all 98 atoms, in Å:
1 Re 0.940 -0.700 1.766
2 O -1.093 1.310 4.193
3 C -0.283 2.104 3.773
4 C -0.628 3.247 2.870
5 C 0.115 4.594 3.123
6 C 1.288 4.488 4.044
7 C 1.789 3.327 4.462
8 C 1.169 2.039 4.130
9 C 1.869 0.902 4.102
10 N 1.412 -0.320 3.589
11 C 1.472 -1.402 4.572
12 C 1.053 -2.668 3.843
13 N 1.615 -2.521 2.490
14 C 2.549 -3.331 2.150
15 C 3.349 -3.201 0.929
16 C 4.728 -3.397 1.005
17 C 5.531 -3.198 -0.104
18 C 4.963 -2.828 -1.318
19 C 3.591 -2.686 -1.426
20 C 2.797 -2.874 -0.306
21 O 1.420 -2.914 -0.420
22 H -1.708 3.354 2.783
23 H -0.543 5.414 3.417
24 H 1.793 5.414 4.300
25 H 2.702 3.304 5.049
26 H 2.897 0.899 4.471
27 H 0.808 -1.196 5.416
28 H 2.494 -1.506 4.961
29 H -0.031 -2.716 3.755
30 H 1.421 -3.574 4.330
31 H 2.829 -4.127 2.839
32 H 5.170 -3.677 1.953
33 H 6.602 -3.331 -0.024
34 H 5.589 -2.677 -2.188
35 H 3.124 -2.443 -2.370
36 C -3.370 0.480 -3.975
37 C -3.011 0.129 -2.549
38 C -4.208 -0.342 -1.740
39 O -2.005 -0.869 -2.579
40 C -1.167 -0.669 -1.452
41 C -1.207 0.858 -1.275
42 O -2.399 1.260 -1.934
43 C -1.126 1.292 0.212
44 O -0.070 0.502 0.678
45 C -2.445 1.013 0.945
46 C -3.530 1.876 0.803
47 C -4.747 1.592 1.401
48 C -4.905 0.438 2.156
49 C -3.829 -0.421 2.311
50 C -2.610 -0.134 1.712
51 C -0.751 2.764 0.321
52 C 0.091 3.153 1.492
53 C 0.541 4.627 1.616
54 C -0.202 5.572 0.728
55 C -0.963 5.133 -0.271
56 C -1.192 3.701 -0.520
57 C 0.199 -1.352 -1.798
58 O 0.899 -1.573 -0.516
59 C -0.084 -2.715 -2.429
60 C -1.049 -3.545 -1.860
61 C -1.294 -4.803 -2.377
62 C -0.579 -5.258 -3.479
63 C 0.385 -4.444 -4.047
64 C 0.632 -3.180 -3.521
65 C 1.046 -0.426 -2.657
66 C 0.638 -0.138 -3.960
67 C 1.336 0.779 -4.729
68 C 2.451 1.424 -4.209
69 C 2.855 1.147 -2.913
70 C 2.155 0.231 -2.138
71 H -3.770 -0.397 -4.486
72 H -2.479 0.830 -4.496
73 H -4.122 1.268 -3.986
74 H -4.668 -1.199 -2.233
75 H -4.940 0.461 -1.659
76 H -3.909 -0.627 -0.731
77 H -1.570 -1.163 -0.562
78 H -0.361 1.326 -1.780
79 H -3.427 2.777 0.215
80 H -5.577 2.277 1.276
81 H -5.854 0.219 2.628
82 H -3.930 -1.315 2.913
83 H -1.771 -0.800 1.866
84 H 0.942 2.474 1.561
85 H 1.617 4.782 1.490
86 H -0.065 6.636 0.893
87 H -1.457 5.840 -0.927
88 H -1.793 3.429 -1.379
89 H -1.607 -3.211 -0.995
90 H -2.047 -5.432 -1.921
91 H -0.774 -6.241 -3.887
92 H 0.953 -4.786 -4.902
93 H 1.390 -2.561 -3.980
94 H -0.235 -0.632 -4.365
95 H 1.007 0.990 -5.739
96 H 2.995 2.141 -4.809
97 H 3.715 1.652 -2.491
98 H 2.464 0.044 -1.118

Atoms 1-3, force components in eV/Å:
-0.04 0.02 -0.07
-0.01 0.00 0.00
0.02 -0.01 0.00



No. 2
ORCA calculation (ωB97M-V/def2-TZVPD) on a molecular structure, C29H28BN5PtSSb.

Properties
**E_HOMO (alpha / beta)**: -10.728 / -10.725 eV
**Gap between HOMO and LUMO (alpha / beta)**: 6.75 / 6.75 eV
**Charge**: +1

Positions of all 66 atoms, in Å:
1 Pt -0.734 -1.292 -1.026
2 B -2.461 -3.646 1.071
3 N -2.944 -2.159 0.881
4 C -3.988 -1.650 1.537
5 C -4.084 -0.291 1.279
6 C -3.020 -0.033 0.437
7 N -2.337 -1.166 0.204
8 N -1.623 -4.150 -0.141
9 C -1.496 -5.437 -0.473
10 C -0.424 -5.581 -1.341
11 C 0.063 -4.292 -1.491
12 N -0.653 -3.435 -0.747
13 H -1.804 -3.710 2.084
14 H -3.451 -4.325 1.119
15 H -4.603 -2.298 2.138
16 H -4.818 0.399 1.654
17 H -2.696 0.895 -0.004
18 H -2.164 -6.165 -0.045
19 H -0.062 -6.486 -1.794
20 H 0.872 -3.925 -2.101
21 S 0.881 -1.122 -2.682
22 C 0.317 0.199 -3.610
23 N -0.923 0.708 -3.464
24 C -1.403 1.773 -4.157
25 C -0.620 2.387 -5.082
26 C 0.678 1.881 -5.292
27 C 1.139 0.811 -4.576
28 H -1.525 0.259 -2.779
29 H -2.417 2.062 -3.925
30 H -0.999 3.233 -5.633
31 H 1.322 2.345 -6.026
32 H 2.136 0.420 -4.722
33 C -2.065 1.441 4.339
34 C -1.771 0.107 4.091
35 C -0.964 -0.237 3.017
36 C -0.451 0.757 2.186
37 C -0.744 2.093 2.437
38 C -1.554 2.432 3.515
39 Sb 0.758 0.181 0.562
40 C 2.607 -0.270 1.430
41 C 3.248 -1.481 1.198
42 C 4.447 -1.756 1.842
43 C 4.994 -0.825 2.712
44 C 4.347 0.381 2.947
45 C 3.147 0.663 2.311
46 C 1.096 2.032 -0.406
47 C 2.369 2.574 -0.540
48 C 2.558 3.751 -1.256
49 C 1.477 4.391 -1.841
50 C 0.201 3.853 -1.713
51 C 0.016 2.674 -1.007
52 H -2.694 1.707 5.179
53 H -2.172 -0.670 4.729
54 H -0.762 -1.287 2.828
55 H -0.352 2.876 1.799
56 H -1.780 3.472 3.711
57 H 2.822 -2.212 0.521
58 H 4.948 -2.698 1.666
59 H 5.927 -1.042 3.214
60 H 4.774 1.101 3.632
61 H 2.641 1.600 2.515
62 H 3.226 2.088 -0.090
63 H 3.552 4.168 -1.356
64 H 1.624 5.311 -2.391
65 H -0.648 4.357 -2.157
66 H -0.984 2.261 -0.917

Atoms 1-3, force components in eV/Å:
0.91 -0.03 1.35
0.04 -0.03 -0.01
0.01 0.00 -0.07



No. 3
ORCA calculation (ωB97M-V/def2-TZVPD) on a molecular structure, C25H34Cl3I3N7O3SV.

Properties
**E_HOMO (alpha / beta)**: -3.928 / -2.321 eV
**Multiplicity**: 2
**Gap between HOMO and LUMO (alpha / beta)**: 5.78 / 4.17 eV
**Charge**: -1

Positions of all 77 atoms, in Å:
1 V 0.126 -0.544 1.829
2 I -2.504 1.978 -1.862
3 C -2.109 2.485 0.118
4 C -2.518 3.727 0.611
5 C -2.204 4.093 1.897
6 I -2.849 5.973 2.555
7 C -1.455 3.248 2.750
8 C -1.052 3.541 4.076
9 C -0.307 2.613 4.766
10 C 0.051 1.408 4.174
11 N -0.311 1.095 2.924
12 C -1.058 2.004 2.220
13 C -1.395 1.587 0.899
14 O -0.989 0.404 0.507
15 H -3.079 4.397 -0.024
16 H -1.352 4.469 4.540
17 H -0.009 2.801 5.789
18 H 0.611 0.653 4.710
19 N -1.484 -1.712 2.676
20 C -2.623 -2.144 1.840
21 C -2.396 -3.490 1.170
22 C -1.453 -3.513 -0.036
23 C 0.049 -3.472 0.240
24 N 0.594 -2.099 0.296
25 H -1.062 -2.531 3.117
26 H -1.896 -1.160 3.448
27 H -2.810 -1.372 1.088
28 H -3.513 -2.193 2.473
29 H -3.372 -3.846 0.830
30 H -2.051 -4.214 1.917
31 H -1.718 -2.687 -0.702
32 H -1.649 -4.431 -0.597
33 H 0.568 -4.031 -0.546
34 H 0.271 -3.958 1.192
35 H 0.408 -1.630 -0.592
36 H 1.608 -2.165 0.355
37 Cl 3.883 -1.740 4.749
38 C 3.164 -2.941 3.661
39 Cl 3.945 -2.811 2.053
40 Cl 3.448 -4.553 4.305
41 C 1.633 -2.647 3.432
42 O 0.859 -3.583 3.480
43 O 1.425 -1.431 3.162
44 I -3.664 0.188 4.719
45 C -1.631 -1.483 -3.010
46 N -1.325 -0.668 -4.169
47 C -2.123 -0.974 -5.346
48 C -0.106 -0.079 -4.268
49 S 1.185 -0.518 -3.297
50 N 0.007 0.871 -5.243
51 C 1.313 1.421 -5.550
52 C -1.090 1.784 -5.537
53 H -2.713 -1.606 -2.958
54 H -1.305 -0.967 -2.109
55 H -1.150 -2.465 -3.069
56 H -2.209 -2.060 -5.447
57 H -1.650 -0.584 -6.242
58 H -3.130 -0.557 -5.261
59 H 2.055 0.629 -5.585
60 H 1.628 2.153 -4.800
61 H 1.253 1.910 -6.524
62 H -1.975 1.514 -4.970
63 H -1.332 1.782 -6.603
64 H -0.804 2.797 -5.244
65 N 5.146 2.680 -0.355
66 C 4.056 1.983 0.130
67 C 4.056 1.439 1.414
68 C 2.967 0.712 1.841
69 N 1.886 0.494 1.083
70 C 1.881 1.030 -0.146
71 C 2.931 1.756 -0.661
72 H 5.758 3.078 0.339
73 H 4.963 3.299 -1.127
74 H 4.900 1.579 2.077
75 H 2.942 0.276 2.830
76 H 0.986 0.867 -0.731
77 H 2.866 2.138 -1.672

Atoms 1-3, force components in eV/Å:
0.10 -0.15 -0.19
-0.02 -0.02 -0.04
0.16 -0.22 0.03